C16H26BN6O3P in the gas phase in a non-equilibrium geometry. Source: the OMol25 dataset; level of theory: ωB97M-V/def2-TZVPD.

Values from the calculation:
* electronic energy: -42062.715 eV
* SMILES string: CN(C)B(O)c1c(N)c2c(c(CCCN)c1CN)C(=O)C(N)=C([PH2]=N)C2=O
* frontier orbital gap: 7.5231 eV

Each line ends with the natural charge from an NBO analysis.
Geometry (Å):
C1 2.5080 -2.5161 2.1686  -0.408
N1 3.1104 -2.8706 0.8839  -0.713
C2 4.3864 -2.1518 0.7898  -0.408
B1 2.2281 -2.6625 -0.2722  1.101
O1 2.4229 -3.4963 -1.3286  -0.860
C3 1.0725 -1.5634 -0.2870  -0.311
C4 -0.1962 -1.9799 0.1517  0.147
N2 -0.3864 -3.3586 0.4911  -0.835
C5 -1.2570 -1.0751 0.2349  -0.056
C6 -1.0409 0.2761 -0.1416  -0.088
C7 0.2158 0.6919 -0.6349  0.040
C8 0.4658 2.1196 -1.0694  -0.446
C9 0.8810 2.9476 0.1502  -0.405
C10 0.8742 4.4834 -0.0611  -0.216
N3 0.1443 4.9992 -1.2110  -0.832
C11 1.2628 -0.2508 -0.7136  -0.022
C12 2.6004 0.1487 -1.2952  -0.255
N4 2.5491 0.1638 -2.7781  -0.837
C13 -2.1756 1.2205 -0.0152  0.507
O2 -2.0575 2.4243 -0.0171  -0.539
C14 -3.5606 0.6976 0.1303  0.196
N5 -4.5986 1.5713 -0.1003  -0.790
C15 -3.7436 -0.5761 0.5089  -0.522
P1 -5.4061 -1.2166 0.8220  1.339
N6 -6.3929 -0.1506 1.4371  -1.347
C16 -2.6143 -1.4877 0.7242  0.517
O3 -2.8186 -2.5354 1.2807  -0.519
H1 2.2617 -1.4525 2.2578  0.174
H2 3.2413 -2.7123 2.9500  0.201
H3 1.6533 -3.1348 2.4108  0.190
H4 5.0145 -2.4040 1.6414  0.200
H5 4.2256 -1.0714 0.8576  0.163
H6 4.9314 -2.4149 -0.1111  0.214
H7 1.9076 -3.2304 -2.0971  0.490
H8 -0.0604 -3.9803 -0.2328  0.376
H9 -0.0215 -3.6156 1.3927  0.380
H10 -0.4472 2.4978 -1.4999  0.234
H11 1.2266 2.1629 -1.8368  0.202
H12 1.8944 2.6513 0.4267  0.193
H13 0.2588 2.6800 0.9950  0.211
H14 1.8932 4.8536 -0.1429  0.185
H15 0.4478 4.9601 0.8170  0.193
H16 0.6279 4.8188 -2.0766  0.350
H17 -0.8001 4.6484 -1.2524  0.361
H18 2.8829 1.1314 -0.9370  0.205
H19 3.3605 -0.5745 -1.0322  0.198
H20 2.5958 1.0952 -3.1560  0.364
H21 1.7337 -0.3187 -3.1208  0.359
H22 -5.2139 1.6211 0.7117  0.432
H23 -4.2320 2.5061 -0.2563  0.391
H24 -5.2038 -2.3052 1.6764  -0.016
H25 -5.8056 -1.7466 -0.4201  -0.068
H26 -6.7323 -0.4657 2.3362  0.377

2 unconnected molecules or ions with the total composition C3H9Cl2PSi in a non-equilibrium geometry. Source: the OMol25 dataset; level of theory: ωB97M-V/def2-TZVPD.

Values from the calculation:
* electronic energy: -45467.780 eV
* relative energy (zero: lowest compared OMol25 entry of this formula, charge and spin): 47.03 kcal/mol
* frontier orbital gap (spin up / spin down): 7.0462 / 7.0389 eV

Each line ends with the natural charge from an NBO analysis.
Geometry (Å):
C1 -0.3230 -1.4392 0.1953  -1.128
C2 1.6520 0.5146 -1.7464  -1.094
C3 0.9996 1.2473 1.2134  -1.065
Si1 0.3698 0.2635 -0.3796  1.533
P1 -4.7809 -2.0124 1.7486  0.279
Cl1 -1.2338 1.5036 -0.8717  -0.420
Cl2 -4.0780 -0.4610 0.6641  -0.277
H1 -1.3358 -1.6735 -0.1566  0.256
H2 0.3354 -2.2884 -0.2062  0.245
H3 -0.6066 -1.4858 1.2261  0.252
H4 2.3155 1.3684 -1.4428  0.246
H5 2.3413 -0.3117 -2.1112  0.251
H6 1.0714 0.8470 -2.4537  0.228
H7 1.4909 0.4528 1.8255  0.224
H8 1.6615 1.9867 0.7568  0.233
H9 0.1207 1.4881 1.7385  0.236

C4H6S in the gas phase in a non-equilibrium geometry. Source: the OMol25 dataset; level of theory: ωB97M-V/def2-TZVPD.

Values from the calculation:
* electronic energy: -15077.834 eV
* SMILES string: C#C[C@@H](C)S
* relative energy (zero: lowest compared OMol25 entry of this formula, charge and spin): 45.16 kcal/mol
* frontier orbital gap: 10.1100 eV

Each line ends with the natural charge from an NBO analysis.
Geometry (Å):
C1 -1.3999 1.5910 -0.7725  -0.252
C2 -0.5235 0.9067 -0.3448  -0.001
C3 0.5631 0.0635 0.1078  -0.466
C4 0.1012 -1.0294 1.0605  -0.601
S1 1.6473 -0.4857 -1.1449  0.009
H1 -2.2918 2.0289 -1.2360  0.248
H2 1.0273 0.9012 0.6213  0.255
H3 -0.8386 -1.4332 0.6670  0.228
H4 -0.2443 -0.5156 1.9532  0.214
H5 0.9706 -1.6721 1.3738  0.229
H6 0.9886 -0.3552 -2.2853  0.136

A molecular structure, C6H8FN in a non-equilibrium geometry. Source: the OMol25 dataset; level of theory: ωB97M-V/def2-TZVPD.

Values from the calculation:
* electronic energy: -10551.712 eV
* relative energy (zero: lowest compared OMol25 entry of this formula, charge and spin): 169.39 kcal/mol
* frontier orbital gap: 9.9016 eV

Each line ends with the natural charge from an NBO analysis.
Geometry (Å):
C1 0.6803 -1.0291 0.4894  -0.248
C2 -0.2760 0.1663 0.3458  0.231
C3 0.4113 1.4117 -0.4908  -0.196
C4 1.6860 1.6211 -0.3876  -0.379
C5 -1.3837 -0.2355 -0.3116  -0.086
C6 -2.3774 -0.4947 -0.9804  -0.202
H1 0.7866 -3.0735 -0.4607  0.389
H2 2.2046 -1.6918 -0.7877  0.349
H3 1.5280 -0.5724 1.1167  0.200
H4 -0.0202 -1.6947 1.2643  0.196
H5 -0.1860 2.3093 -0.7745  0.221
H6 2.1021 2.6357 -0.5713  0.203
H7 2.5092 0.9816 -0.0023  0.193
H8 -2.9531 -0.6509 -2.1355  0.287
N1 0.8850 -1.7958 -0.6127  -0.818
F1 -0.5121 0.6321 1.6278  -0.341

A molecular structure, C12H36B3O6S3V in a non-equilibrium geometry. Source: the OMol25 dataset; level of theory: ωB97M-V/def2-TZVPD.

Values from the calculation:
* multiplicity: 3
* electronic energy: -85530.055 eV
* relative energy (zero: lowest compared OMol25 entry of this formula, charge and spin): 0.00 kcal/mol
* frontier orbital gap (spin up / spin down): 8.7651 / 9.6087 eV

Each line ends with the natural charge from an NBO analysis.
Geometry (Å):
V1 -8.7701 34.3343 -25.1108  0.867
B1 -8.6598 33.1396 -26.9068  -0.713
H1 -7.6203 33.6023 -26.6085  0.044
H2 -8.5061 32.4792 -27.8936  0.067
H3 -9.0002 32.4262 -26.0320  0.110
H4 -9.4507 33.9843 -27.0856  0.071
B2 -8.0626 32.8126 -23.6268  -0.731
H5 -7.7441 32.0213 -22.7840  0.067
H6 -8.1428 33.8466 -23.0630  0.062
H7 -7.2299 32.8597 -24.4616  0.044
H8 -9.0864 32.5092 -24.1287  0.090
B3 -10.9592 34.4960 -24.7657  -0.719
H9 -10.3658 34.2641 -23.7797  0.059
H10 -10.9409 33.5308 -25.4475  0.086
H11 -12.1063 34.7245 -24.5061  0.066
H12 -10.4622 35.4230 -25.2943  0.040
C1 -9.8706 38.6325 -28.9290  -0.406
C2 -10.9213 38.3843 -27.8359  -0.407
C3 -10.1669 38.3350 -26.5204  -0.677
S1 -8.6184 37.5231 -26.9137  2.205
O1 -8.6523 36.1643 -26.4457  -0.900
O2 -7.5099 38.3566 -26.5446  -0.932
C4 -8.8718 37.5217 -28.6756  -0.681
H13 -9.4319 39.6210 -28.7706  0.214
H14 -10.2961 38.5829 -29.9285  0.233
H15 -11.4108 37.4320 -28.0643  0.219
H16 -11.7458 39.0962 -27.7910  0.233
H17 -10.6537 37.7949 -25.7107  0.290
H18 -9.9186 39.3275 -26.1448  0.251
H19 -9.3195 36.5584 -28.9388  0.255
H20 -7.9337 37.5074 -29.2310  0.256
C5 -8.0890 36.8191 -20.4275  -0.414
C6 -7.4751 38.1127 -20.9619  -0.408
C7 -7.4703 38.0115 -22.4792  -0.669
S2 -9.0094 37.1739 -22.8704  2.210
O3 -8.6780 36.0212 -23.6584  -0.896
O4 -9.9784 38.1139 -23.3494  -0.939
C8 -9.3864 36.6631 -21.1975  -0.668
H21 -8.2786 36.9570 -19.3608  0.229
H22 -7.4324 35.9520 -20.4933  0.230
H23 -6.4622 38.2841 -20.5880  0.231
H24 -8.0002 39.0034 -20.6066  0.213
H25 -6.6911 37.3132 -22.7886  0.264
H26 -7.3649 38.9524 -23.0097  0.262
H27 -9.8717 35.6895 -21.1813  0.275
H28 -10.1175 37.4005 -20.8587  0.246
C9 -4.3381 34.3472 -27.4696  -0.408
C10 -4.5270 33.2796 -26.3732  -0.411
C11 -4.3150 34.0064 -25.0518  -0.678
S3 -5.3370 35.4336 -25.2364  2.231
O5 -4.8531 36.5774 -24.5188  -0.928
O6 -6.6994 35.0420 -25.0340  -0.900
C12 -5.0669 35.5980 -26.9966  -0.689
H29 -4.7389 33.9523 -28.4017  0.236
H30 -3.2757 34.5462 -27.6079  0.211
H31 -3.8355 32.4398 -26.4243  0.231
H32 -5.5401 32.8753 -26.4322  0.247
H33 -3.2812 34.3477 -24.9720  0.238
H34 -4.5859 33.4329 -24.1675  0.276
H35 -4.4652 36.4940 -27.1680  0.256
H36 -6.0010 35.8780 -27.4816  0.259

- The highest electronic energy belongs to which entry?
  C6H8FN

- Among the records above, which one has the lowest electronic energy?
  C12H36B3O6S3V

- What is the electronic energy in the first record?
  -42062.715 eV

- Which of these has the lowest electronic energy?
  C12H36B3O6S3V